1.
Formula: C4H11N3O2
Source: the OMol25 dataset
Level of theory: ωB97M-V with the def2-TZVPD basis set

Calculated values
Structure (SMILES): [H]/N=C(/N)NC.CC(=O)O
Energy, eV: -12891.56909
Total charge: 0
Gap between HOMO and LUMO, Eh: 0.3573
Lowest unoccupied orbital energy, eV: 0.68
HOMO energy, eV: -9.048
Maximum force, eV/Å: 1.9

The geometry in XYZ format:
```
20
Properties=species:S:1:pos:R:3:forces:R:3:lowdin_charge:R:1
H 0.25063 -2.54645 1.12451 -0.11 0.64 -0.29 0.04
N 1.25105 -2.40205 1.10134 0.50 -1.01 -0.16 0.11
C 1.72316 -1.46241 0.40074 -0.06 0.99 1.62 -0.57
N 3.06892 -1.12678 0.55174 0.70 0.08 -0.12 0.09
N 0.93678 -0.48382 -0.28170 0.71 -1.17 -0.90 -0.03
C 1.47700 0.85423 -0.48612 -0.91 0.64 -0.37 -0.12
H 3.64750 -1.04330 -0.27033 -0.35 0.30 -0.27 0.09
H 3.59080 -1.62968 1.25217 -0.47 -0.37 0.10 0.09
H 0.76029 -0.89675 -1.19216 -0.72 0.16 0.00 0.12
H 2.04450 1.02693 -1.40428 0.45 -0.40 0.14 0.08
H 2.00957 1.22729 0.37980 0.09 -0.13 0.05 0.08
H 0.58478 1.46488 -0.64169 0.14 0.28 0.17 0.05
C -2.35937 1.74337 0.23309 0.21 -0.44 -0.70 0.02
C -2.66026 0.44640 -0.48571 -1.05 0.67 0.52 -0.57
O -2.36093 0.16395 -1.60676 0.52 -0.37 -0.09 0.10
O -3.51941 -0.29125 0.27768 0.66 -0.51 0.15 0.07
H -3.04745 2.46908 -0.17878 -0.30 0.28 -0.03 0.09
H -1.36133 2.07541 -0.06617 -0.14 -0.08 0.49 0.07
H -2.54983 1.63077 1.29585 0.38 0.18 0.00 0.09
H -3.48640 -1.21979 -0.00322 -0.25 0.27 -0.32 0.12
```
Positions in Å, forces in eV/Å.



2.
Formula: C4H11N3O2
Source: the OMol25 dataset
Level of theory: ωB97M-V with the def2-TZVPD basis set

Calculated values
Structure (SMILES): CN=C(N)N.CC(=O)O
Energy, eV: -12892.05060
Total charge: 0
Gap between HOMO and LUMO, Eh: 0.3574
Lowest unoccupied orbital energy, eV: 0.67
HOMO energy, eV: -9.059
Maximum force, eV/Å: 1.7

The geometry in XYZ format:
```
20
Properties=species:S:1:pos:R:3:forces:R:3:lowdin_charge:R:1
C 1.28192 0.05690 2.40422 0.38 0.24 -0.72 -0.15
N -0.07107 -0.07370 1.94257 -0.64 0.00 0.64 0.00
C -0.56891 0.83659 1.22122 0.04 0.40 -0.57 -0.57
N 0.07864 1.95426 0.73502 0.15 0.16 -0.09 0.14
N -1.94200 0.82279 0.85250 0.08 -0.46 0.19 0.10
H 1.62053 -0.92893 2.71996 0.18 0.23 0.20 0.07
H 1.39671 0.80354 3.20058 -0.13 -0.28 0.14 0.08
H 1.93981 0.40565 1.58482 0.11 -0.27 0.17 0.06
H 1.04988 2.11785 0.92295 0.08 -0.29 0.01 0.07
H -0.26291 2.38674 -0.10569 -0.29 0.08 0.20 0.09
H -2.06797 0.44211 -0.07902 0.02 0.19 -0.22 0.07
H -2.39274 0.16903 1.48281 -0.04 -0.02 -0.02 0.08
C 1.29178 -0.03398 -2.10117 0.63 1.32 -0.94 0.00
C 0.13977 -0.90562 -1.81278 -0.37 -0.97 0.25 -0.59
O -0.90656 -0.91528 -2.41004 -0.08 0.51 0.13 0.09
O 0.39586 -1.80821 -0.84083 -0.19 0.37 0.28 0.09
H 1.66186 -0.27312 -3.08697 0.06 -0.36 -0.45 0.09
H 2.14196 -0.08147 -1.45276 0.15 -0.38 0.71 0.08
H 1.03936 1.02814 -2.21626 -0.44 -0.34 0.26 0.09
H -0.46452 -2.18161 -0.57600 0.32 -0.12 -0.19 0.13
```
Positions in Å, forces in eV/Å.



3.
Formula: C4H11N3O2
Source: the OMol25 dataset
Level of theory: ωB97M-V with the def2-TZVPD basis set

Calculated values
Structure (SMILES): [H]/N=C(\N)NC.CC(=O)O
Energy, eV: -12891.61612
Total charge: 0
Gap between HOMO and LUMO, Eh: 0.3628
Lowest unoccupied orbital energy, eV: 0.48
HOMO energy, eV: -9.395
Maximum force, eV/Å: 3.5

The geometry in XYZ format:
```
20
Properties=species:S:1:pos:R:3:forces:R:3:lowdin_charge:R:1
H -0.07367 -1.95191 -0.42366 0.39 -0.25 -0.33 0.08
N 0.11762 -0.96661 -0.48119 -0.09 2.04 0.61 0.13
C 0.75945 -0.51752 -1.49288 -0.62 -0.56 -1.97 -0.50
N 1.32224 -1.36275 -2.43405 0.24 -0.30 0.06 0.11
N 0.85725 0.81578 -1.97278 0.02 -2.38 1.78 -0.02
C 0.48065 1.83151 -1.02624 1.20 1.68 0.24 -0.11
H 1.25852 -1.02285 -3.38250 0.01 -0.20 0.02 0.10
H 1.05070 -2.32735 -2.31452 0.16 0.06 -0.22 0.09
H 1.76375 0.88747 -2.41940 -0.12 0.55 0.11 0.12
H 0.60004 2.77372 -1.56395 -0.63 0.13 0.00 0.08
H 1.19321 1.99396 -0.17250 -0.66 -0.76 -0.39 0.10
H -0.53650 1.68299 -0.67254 0.21 0.20 -0.16 0.07
C -0.71651 -0.53552 2.91085 2.12 0.03 -1.36 -0.02
C -1.89336 0.00892 2.09399 1.75 -1.39 2.71 -0.56
O -2.96782 -0.16664 2.60676 -0.89 1.23 -1.83 0.09
O -1.45292 0.65468 0.99170 -1.84 -0.33 0.29 0.00
H 0.04910 -0.83574 2.15040 -0.36 -0.31 0.79 0.06
H -0.82063 -1.28649 3.69639 -0.79 -0.09 -0.54 0.08
H -0.18599 0.27136 3.40728 -0.20 0.59 0.03 0.07
H -0.80513 0.05300 0.49886 0.10 0.05 0.14 0.03
```
Positions in Å, forces in eV/Å.



4.
Formula: C4H11N3O2
Source: the OMol25 dataset
Level of theory: ωB97M-V with the def2-TZVPD basis set

Calculated values
Energy, eV: -12886.69337
Total charge: 0
Gap between HOMO and LUMO (spin up / spin down), Eh: 0.2567 / 0.2567
Lowest unoccupied orbital energy (spin up / spin down), eV: -0.88 / -0.88
HOMO energy (spin up / spin down), eV: -7.865 / -7.866
Maximum force, eV/Å: 2.3

The geometry in XYZ format:
```
20
Properties=species:S:1:pos:R:3:forces:R:3:lowdin_charge:R:1
C 1.58963 -0.23232 1.22739 -0.06 -0.06 -0.13 -0.05
C 1.23447 1.15128 -0.75255 -0.26 -0.01 -0.16 -0.05
N 0.71629 0.08363 0.09409 -0.26 -0.58 -0.26 -0.23
N 0.46135 -1.36489 -0.82437 0.97 0.40 -0.87 0.10
O 0.92400 -1.34503 -1.89112 -0.62 0.37 1.86 0.08
H 0.42906 1.56264 -1.35233 -0.09 -0.08 -0.01 0.09
H 2.62344 -0.30623 0.88688 -0.01 -0.08 0.01 0.09
H 1.25587 -1.15671 1.68968 0.03 -0.06 -0.02 0.08
H 1.51583 0.56196 1.97267 -0.10 0.01 -0.11 0.11
H 2.01463 0.75842 -1.40757 0.05 -0.06 0.06 0.09
H 1.63210 1.97030 -0.15479 0.00 -0.19 0.15 0.11
C -1.72108 -0.29632 -1.11830 0.70 0.85 1.30 -0.04
C -0.88058 0.34537 0.48840 -1.27 -0.45 -1.89 -0.68
N -1.29490 -0.57908 1.49063 0.75 -0.31 0.26 0.10
O -1.10419 1.54644 0.64712 0.22 0.08 0.07 -0.05
H -2.09068 -0.20477 1.98860 0.12 0.07 -0.07 0.09
H -1.47070 -1.51624 1.15509 -0.08 0.14 -0.05 0.07
H -1.91819 -1.35357 -1.28885 0.08 -0.06 0.10 0.02
H -2.64209 0.21535 -0.85118 -0.08 -0.01 -0.15 0.04
H -1.27427 0.15978 -1.99951 -0.07 0.04 -0.08 0.02
```
Positions in Å, forces in eV/Å.



5.
Formula: C4H11N3O2
Source: the OMol25 dataset
Level of theory: ωB97M-V with the def2-TZVPD basis set

Calculated values
Structure (SMILES): [H]/N=C(/N)NC.CC(=O)O
Energy, eV: -12892.22052
Total charge: 0
Gap between HOMO and LUMO, Eh: 0.3708
Lowest unoccupied orbital energy, eV: 0.72
HOMO energy, eV: -9.365
Maximum force, eV/Å: 3.4

The geometry in XYZ format:
```
20
Properties=species:S:1:pos:R:3:forces:R:3:lowdin_charge:R:1
H 0.71492 1.85143 -0.28776 0.26 1.03 0.01 0.07
N 0.13924 1.04939 -0.29346 1.50 -0.53 -1.22 0.15
C -0.56661 0.80089 0.72175 -3.20 -0.22 1.03 -0.54
N -1.21050 -0.39268 0.78316 -1.19 0.73 1.58 0.15
N -0.93359 1.73019 1.65021 0.38 1.62 1.12 0.00
C -0.33580 3.06099 1.59990 0.28 -0.51 -0.88 -0.10
H -1.69355 -0.59677 1.65371 0.09 0.43 -0.19 0.10
H -0.64052 -1.19496 0.52532 0.22 -0.32 -0.61 -0.01
H -1.84901 1.77137 2.12345 0.95 -0.92 -0.70 0.15
H -0.50572 3.53900 2.51783 -0.27 0.64 1.35 0.06
H -0.75331 3.68867 0.82927 -0.33 0.21 -0.52 0.08
H 0.74646 3.08400 1.44575 -0.09 -0.50 0.10 0.09
C 1.04359 -3.15272 -2.15330 0.26 1.84 0.31 0.02
C 0.70202 -2.02839 -1.16028 0.22 -0.94 -1.22 -0.58
O 0.13201 -2.25582 -0.10854 0.47 -1.46 0.37 0.04
O 1.00176 -0.84945 -1.58113 0.28 -0.43 -0.87 0.07
H 2.06483 -3.00467 -2.45972 0.58 -0.02 -0.05 0.07
H 0.47880 -2.92086 -3.05529 -0.33 -0.51 0.05 0.09
H 0.93581 -4.12268 -1.72749 -0.47 -0.62 0.11 0.07
H 0.52919 -0.05694 -1.02339 0.39 0.48 0.23 0.02
```
Positions in Å, forces in eV/Å.



6.
Formula: C4H11N3O2
Source: the OMol25 dataset
Level of theory: ωB97M-V with the def2-TZVPD basis set

Calculated values
Structure (SMILES): CN=C(N)N.CC(=O)O
Energy, eV: -12891.80129
Total charge: 0
Gap between HOMO and LUMO, Eh: 0.3351
Lowest unoccupied orbital energy, eV: 0.67
HOMO energy, eV: -8.447
Maximum force, eV/Å: 1.8

The geometry in XYZ format:
```
20
Properties=species:S:1:pos:R:3:forces:R:3:lowdin_charge:R:1
C -1.02073 1.52888 3.59044 0.76 -0.35 -0.11 -0.16
N -0.87615 0.83798 2.31644 -0.55 0.27 0.45 0.00
C -0.71154 1.56180 1.29139 0.59 -0.21 -0.73 -0.58
N -0.53904 2.93715 1.23516 -0.19 0.52 0.55 0.12
N -0.60459 0.98507 0.03603 0.13 0.24 -0.61 0.11
H -1.62266 0.92016 4.26267 -0.03 0.09 0.00 0.06
H -1.44983 2.52240 3.50700 -0.42 0.20 0.00 0.05
H -0.03718 1.66896 4.06319 -0.08 -0.12 0.06 0.07
H -0.20669 3.40305 2.06407 -0.10 -0.19 -0.01 0.08
H -0.19567 3.37128 0.39708 0.03 -0.28 -0.11 0.08
H -0.73704 1.61145 -0.74657 -0.07 -0.27 0.15 0.08
H -0.96666 0.05695 -0.11099 -0.06 0.06 0.33 0.09
C 1.65412 -1.13149 -2.98732 -0.18 0.91 -1.46 0.00
C 0.84798 -2.08744 -2.18666 -1.08 0.85 1.18 -0.57
O -0.28896 -2.37401 -2.46159 0.48 -0.60 -0.46 0.09
O 1.35455 -2.36693 -0.94950 1.00 -0.44 -0.76 0.08
H 1.09236 -0.19233 -3.01123 0.08 0.09 0.56 0.09
H 1.59304 -1.34406 -4.05989 0.10 -0.64 0.20 0.09
H 2.68510 -0.91298 -2.74944 0.07 -0.32 0.52 0.08
H 1.08864 -3.26343 -0.70736 -0.47 0.19 0.25 0.12
```
Positions in Å, forces in eV/Å.



7.
Formula: C4H11N3O3
Source: the OMol25 dataset
Level of theory: ωB97M-V with the def2-TZVPD basis set

Calculated values
Structure (SMILES): N/C=C(\N)O.COC(N)=O
Energy, eV: -14936.84797
Total charge: 0
Gap between HOMO and LUMO, Eh: 0.2961
Lowest unoccupied orbital energy, eV: 0.28
HOMO energy, eV: -7.776
Maximum force, eV/Å: 3.3

The geometry in XYZ format:
```
21
Properties=species:S:1:pos:R:3:forces:R:3:lowdin_charge:R:1
N 1.07783 2.07878 -1.21447 0.05 -0.35 0.32 0.13
C 1.17609 0.80012 -0.80463 0.10 0.39 1.78 -0.05
C 1.10634 0.45200 0.56718 0.93 0.64 -1.03 -0.48
N 1.03523 1.54103 1.49439 -0.86 -0.08 -0.36 0.07
O 1.96318 -0.54248 1.00823 -0.06 -0.85 -0.63 -0.02
H 1.12971 2.75211 -0.45222 -0.14 -0.06 -0.40 0.10
H 1.45435 2.33962 -2.11455 -0.44 -0.06 0.09 0.11
H 1.31587 0.02934 -1.54560 0.14 -0.07 -0.09 0.14
H 1.95220 1.92906 1.68197 0.15 -0.20 0.16 0.09
H 0.64548 1.18431 2.36229 0.21 0.19 0.01 0.08
H 1.57604 -1.39038 0.67423 0.15 0.18 0.59 0.08
C -1.81531 -1.46968 -1.58456 -0.05 -0.13 -0.55 -0.11
O -1.39415 -0.47132 -0.67130 0.94 -0.25 0.91 -0.13
C -0.61668 -0.91608 0.47978 -1.67 -2.19 -1.77 -0.57
N -1.27712 -0.54447 1.65790 1.28 1.21 1.12 0.13
O -0.02663 -2.00824 0.39386 -0.38 1.38 -0.02 0.00
H -1.44143 -2.48501 -1.44189 0.41 0.28 0.49 0.08
H -1.49561 -1.15966 -2.58179 -0.22 -0.02 -0.09 0.08
H -2.90374 -1.55322 -1.54626 -0.05 0.24 -0.11 0.08
H -2.14142 -1.02458 1.85060 0.01 -0.07 -0.25 0.10
H -1.32023 0.45876 1.78684 -0.52 -0.19 -0.19 0.08
```
Positions in Å, forces in eV/Å.



8.
Formula: C4H11N3P
Source: the OMol25 dataset
Level of theory: ωB97M-V with the def2-TZVPD basis set

Calculated values
Structure (SMILES): C/C=C/N[C@@H](N)[N+]#[PH2]
Energy, eV: -18074.54145
Total charge: +1
Gap between HOMO and LUMO (spin up / spin down), Eh: 0.3072 / 0.1856
Lowest unoccupied orbital energy (spin up / spin down), eV: -4.84 / -6.42
HOMO energy (spin up / spin down), eV: -13.201 / -11.472
Maximum force, eV/Å: 3.0

The geometry in XYZ format:
```
19
Properties=species:S:1:pos:R:3:forces:R:3:lowdin_charge:R:1
C 3.33315 -1.00190 0.13336 -0.20 2.16 -0.10 -0.06
C 2.16038 -0.37123 -0.51732 -0.71 -0.28 -1.03 -0.09
C 1.11022 -0.08086 0.26274 -2.12 0.01 1.13 -0.09
N -0.01520 0.59068 -0.18819 1.18 -0.13 0.62 0.12
C -1.30311 0.93221 0.39545 -1.73 -0.13 -1.94 -0.48
N -1.73002 2.21147 -0.03892 2.90 0.51 -0.33 0.09
N -2.22711 0.05921 -0.34693 1.33 -1.20 1.03 -0.28
P -3.15808 -1.18136 -0.05193 -0.47 1.01 0.67 0.89
H 3.67228 -0.24043 0.88317 0.32 -0.67 -0.67 0.12
H 2.89649 -1.77073 0.73560 0.53 -1.22 0.14 0.08
H 4.08459 -1.20603 -0.61784 0.29 -0.62 0.48 0.09
H 1.93680 -0.32077 -1.58431 0.90 0.33 -0.03 0.13
H 1.17399 -0.54807 1.26167 -0.76 0.97 -0.16 0.15
H 0.13951 1.09341 -1.04745 -0.09 -0.01 -0.42 0.15
H -1.31186 0.92520 1.45864 0.15 -0.56 0.92 0.15
H -2.48505 2.56523 0.44568 -1.66 0.85 1.47 0.07
H -1.94602 2.22976 -1.01158 -0.14 -0.14 -0.70 0.09
H -3.17816 -1.82201 -1.23740 -0.21 -1.07 -0.82 -0.08
H -3.15281 -2.06377 1.06556 0.49 0.17 -0.26 -0.06
```
Positions in Å, forces in eV/Å.



9.
Formula: C4H11N3S
Source: the OMol25 dataset
Level of theory: ωB97M-V with the def2-TZVPD basis set

Calculated values
Structure (SMILES): [H]/N=C(/N)[C@H](N)[C@@H](C)S
Energy, eV: -19631.88345
Total charge: 0
Gap between HOMO and LUMO, Eh: 0.3453
Lowest unoccupied orbital energy, eV: 0.70
HOMO energy, eV: -8.698
Maximum force, eV/Å: 1.9

The geometry in XYZ format:
```
19
Properties=species:S:1:pos:R:3:forces:R:3:lowdin_charge:R:1
H -2.06776 1.77325 -0.04502 0.27 -0.10 -0.09 0.03
N -1.57921 1.91567 0.83420 0.43 -0.24 0.01 0.11
C -0.42401 1.35163 0.87708 -1.14 0.32 -1.52 -0.51
N 0.31124 1.46354 1.99964 1.38 -0.22 -0.55 0.10
C 0.18967 0.49108 -0.26863 0.66 0.70 1.06 -0.41
N -0.25138 0.85533 -1.60863 0.56 -0.10 -0.66 0.04
C -0.22990 -0.94209 0.02015 -0.23 -0.90 -0.40 -0.66
C 0.10890 -1.92567 -1.13838 -1.19 1.02 0.69 -0.13
S 0.53581 -1.55740 1.57997 0.39 -0.25 -0.69 0.76
H -0.17660 1.85325 2.76621 -0.21 0.23 0.84 0.09
H 1.09396 0.82929 2.13482 -0.61 0.44 0.20 0.05
H 1.30940 0.55191 -0.15886 -0.72 -0.03 -0.07 0.14
H 0.37743 0.35740 -2.27803 -0.91 0.78 0.64 0.09
H -0.19724 1.86057 -1.81196 0.13 -0.58 0.36 0.09
H -1.32250 -0.96676 0.19619 0.50 0.04 -0.02 0.12
H -0.12943 -2.90001 -0.72096 0.22 -0.28 -0.59 0.06
H 1.14547 -1.80651 -1.38755 0.73 -0.33 -0.09 0.06
H -0.48497 -1.67912 -2.04021 0.15 -0.34 0.56 0.08
H 1.79111 -1.52535 1.04998 -0.40 -0.16 0.32 -0.10
```
Positions in Å, forces in eV/Å.



10.
Formula: C4H11N4
Source: the OMol25 dataset
Level of theory: ωB97M-V with the def2-TZVPD basis set

Calculated values
Energy, eV: -10278.65714
Total charge: +1
Gap between HOMO and LUMO, Eh: 0.3731
Lowest unoccupied orbital energy, eV: -2.90
HOMO energy, eV: -13.053
Maximum force, eV/Å: 4.6

The geometry in XYZ format:
```
19
Properties=species:S:1:pos:R:3:forces:R:3:lowdin_charge:R:1
C -0.50443 0.14100 -2.65763 -0.58 -1.39 0.16 0.00
C -1.92609 -0.65464 -0.82329 -1.61 2.32 0.97 -0.09
C -0.85550 -0.50672 0.25770 -0.96 -0.93 -0.02 -0.51
C 0.47077 0.64582 -3.53514 -1.61 1.90 -1.01 0.04
N -1.34374 -0.29131 -2.02080 0.29 -0.07 -1.31 0.18
N 0.14662 0.20390 0.04013 0.93 -0.12 -0.37 0.15
N -1.33654 -1.12032 1.36672 -1.97 -1.96 -1.74 0.15
N 2.06220 0.41610 2.14753 0.01 4.49 0.79 0.02
H -2.46247 -1.60646 -0.89135 0.13 0.35 0.10 0.14
H -2.60201 0.26413 -0.57712 0.43 -1.99 -0.37 0.19
H 1.04689 1.18155 -2.82152 1.28 0.84 0.25 0.10
H -0.14010 1.40197 -4.15163 1.36 -1.01 0.39 0.16
H 1.03424 -0.08042 -4.09506 -0.01 -0.25 -0.17 0.12
H 0.89123 0.21813 0.76918 -0.82 0.34 0.00 0.01
H -0.94565 -0.90457 2.20017 1.42 0.56 3.05 0.06
H -2.04871 -1.89419 1.36904 1.29 1.50 -0.23 0.15
H 2.01939 -0.34902 2.74844 0.59 -1.55 1.09 0.01
H 2.30800 1.29149 2.73283 -1.39 -1.80 -0.58 0.10
H 2.88660 0.50033 1.61120 1.22 -1.25 -1.00 0.02
```
Positions in Å, forces in eV/Å.